Below is an isolated molecule of C3H4N2O, with properties calculated with ωB97M-V/def2-TZVPD.

Total charge: 0
SMILES: Nc1ccon1
M in g mol⁻¹: 84.1
HOMO level in eV: -9.2
Energy relative to the best compared isomer or geometry (same formula, charge and spin) in kcal/mol: 63.75
Frontier orbital gap in eV: 10.1
DFT total energy in eV: -8201.121

Atoms and positions in Å:
N1 -1.73066 -0.03535 -0.11115
C1 -0.45708 -0.38113 0.24660
N2 0.05718 -1.58729 0.17586
O1 1.51891 -1.25788 -0.14025
C2 1.65218 0.06900 -0.02872
C3 0.50527 0.65322 0.33138
H1 -2.15904 0.79620 0.25338
H2 -2.18200 -0.55433 -0.83853
H3 2.56385 0.61092 -0.26642
H4 0.23139 1.68662 0.37786

Force components x, y, z for each atom (eV/Å):
-0.7 -0.8 0.8
0.3 0.2 -0.7
1.4 1.0 -1.4
-1.2 -0.2 0.9
-0.2 0.2 0.5
0.1 0.4 -0.3
0.1 -0.1 -0.2
-0.2 -0.2 0.2
0.2 -0.8 0.1
0.3 0.3 0.0